Entry 1:
ORCA calculation (the ωB97M-V functional and the def2-TZVPD basis) on the molecule C19H23N3OS.

Last column: Mulliken charge in e.
Positions of all 47 atoms, in Å:
C -7.5136 -1.4792 1.4854  -0.8224
O -6.9448 -1.4327 0.2017  -0.4574
C -5.7360 -0.8111 0.0520  0.7448
C -5.0011 -0.2252 1.0714  -0.7728
C -3.7772 0.3683 0.8052  -0.5986
C -3.2498 0.4083 -0.4837  0.6697
N -2.0544 1.0564 -0.8038  0.0156
C -1.1001 0.3822 -1.6536  -0.8817
C -0.1294 -0.4774 -0.8160  -0.7256
N 0.5591 0.3593 0.1458  0.0148
C 1.7854 0.9116 -0.0523  0.5906
S 2.2688 2.2660 0.7797  -0.4304
N 2.6086 0.3201 -0.9533  -0.0961
C 4.0065 0.6762 -1.1083  -1.5597
C 4.9008 -0.3009 -0.3909  0.7086
C 5.6228 -1.2559 -1.0938  -0.3839
C 6.4130 -2.1726 -0.4219  -0.5145
C 6.4807 -2.1476 0.9603  -0.3902
C 5.7587 -1.2010 1.6685  -0.6363
C 4.9730 -0.2823 0.9972  -0.1322
C -0.3943 1.0115 1.0242  -0.9618
C -1.3672 1.8543 0.1883  -0.9803
C -4.0140 -0.1687 -1.5060  -0.2036
C -5.2224 -0.7705 -1.2444  -0.7736
H -7.7005 -0.4749 1.8805  0.3299
H -8.4622 -2.0014 1.3699  0.2346
H -6.8810 -2.0327 2.1878  0.3274
H -5.3600 -0.2247 2.0888  0.3729
H -3.2422 0.8008 1.6358  0.2681
H -1.6106 -0.2541 -2.3740  0.4151
H -0.5225 1.1395 -2.1962  0.3543
H 0.5617 -0.9963 -1.4787  0.3428
H -0.7044 -1.2270 -0.2602  0.2749
H 2.3927 -0.6230 -1.2410  0.3096
H 4.1282 1.6818 -0.6981  0.5004
H 4.2350 0.6914 -2.1786  0.4288
H 5.5734 -1.2771 -2.1740  0.3305
H 6.9754 -2.9080 -0.9788  0.3679
H 7.0964 -2.8635 1.4846  0.3732
H 5.8110 -1.1765 2.7469  0.3871
H 4.4137 0.4605 1.5462  0.3730
H 0.1490 1.6412 1.7288  0.3863
H -0.9329 0.2304 1.5690  0.4335
H -2.0893 2.3661 0.8220  0.5497
H -0.7859 2.6149 -0.3454  0.3559
H -3.6678 -0.1258 -2.5272  0.4505
H -5.8020 -1.2115 -2.0399  0.4106

Cartesian forces (eV/Å) of the 2 atoms listed first:
C -0.1 0.0 0.2
O 0.2 0.0 -0.3

Summary:
- Total charge: 0
- Largest force on an atom: 0.84 eV/Å
- Energy: -37429.1633 eV
- Energy above the lowest of the compared OMol25 structures with the same formula, charge and spin: 1.310 eV
- Orbital gap: 8.0 eV
- Structure (SMILES): COc1ccc(N2CCN(C(=S)NCc3ccccc3)CC2)cc1

---

Entry 2:
ORCA calculation (the ωB97M-V functional and the def2-TZVPD basis) on the molecule C19H23N3OS.

Last column: Mulliken charge in e.
Positions of all 47 atoms, in Å:
N 0.0608 4.4398 3.0027  -0.6384
C -0.3774 3.0340 3.3601  -0.5984
C 0.7234 1.9674 2.8014  -0.4575
C 0.3771 1.7537 1.2415  0.8082
C 1.6712 1.4567 0.3173  -1.1066
C 1.1483 0.5935 -0.9318  0.4119
C 0.2913 1.1978 -2.0984  0.2998
C -0.1524 2.7368 -2.1209  -0.8880
C -1.7199 2.9376 -1.6797  -0.4832
C -2.4568 1.5693 -1.3246  0.3144
N -2.5638 1.0268 0.0686  -0.4450
O -3.0383 0.8726 -2.2159  -0.5592
C -0.1427 0.2642 -3.2724  -0.2685
C 0.1869 -1.2509 -3.3453  -0.8731
C 0.9924 -1.8555 -2.1739  0.4703
C 1.4692 -0.9157 -1.0036  0.0295
S 2.4331 -1.8093 0.3288  -0.2979
C 1.4160 -3.3708 0.4910  0.3931
C 1.0746 -3.9925 1.8613  -0.3860
C 0.1873 -5.2623 1.9119  -0.4443
C -0.3091 -5.8283 0.5447  -0.3918
C 0.0341 -5.2244 -0.8372  -0.5731
C 0.9269 -3.9497 -0.8888  0.3693
N 1.3129 -3.2931 -2.1627  -0.2819
H 0.3350 4.4769 2.0100  0.2556
H 0.9141 4.6245 3.5483  0.2540
H -0.5492 2.9199 4.4814  0.3246
H -1.3824 2.8843 2.8285  0.3024
H 0.4655 0.9771 3.3367  0.2460
H 1.7998 2.3015 3.0007  0.3166
H -0.2773 0.8071 1.1849  -0.0652
H -0.1398 2.6755 0.8045  -0.4451
H 2.2238 2.4084 -0.0036  0.2902
H 2.4062 0.8685 0.9879  0.3875
H 0.0828 3.2639 -3.1055  0.4924
H 0.4495 3.2454 -1.2747  0.0949
H -1.8020 3.6229 -0.7528  0.3171
H -2.2609 3.4069 -2.5732  0.3348
H -2.1747 0.0704 0.1086  0.2535
H -3.5718 0.8975 0.2865  0.2980
H -0.7637 0.7505 -4.0937  0.3070
H -0.1734 -1.8826 -4.2260  0.1977
H 1.4980 -3.4784 2.7951  0.2904
H -0.0964 -5.7117 2.9228  0.3168
H -0.9929 -6.7531 0.6043  0.2697
H -0.3629 -5.6679 -1.8220  0.2065
H 0.8275 -3.8050 -2.9228  0.3508

Cartesian forces (eV/Å) of the 2 atoms listed first:
N 0.1 -0.9 0.7
C 0.7 0.0 -0.9

Summary:
- Total charge: 0
- Largest force on an atom: 4.79 eV/Å
- Energy: -37420.3578 eV
- Energy above the lowest of the compared OMol25 structures with the same formula, charge and spin: 10.116 eV
- Orbital gap: 8.2 eV
- Structure (SMILES): NCCCCc1c(CCC(N)=O)ccc2c1Sc1ccccc1N2

---

Entry 3:
ORCA calculation (the ωB97M-V functional and the def2-TZVPD basis) on a structure of composition C19H23N5O4PdS2.

Last column: Mulliken charge in e.
Positions of all 54 atoms, in Å:
Pd -0.5014 -0.4157 0.3437  0.4502
O -1.1884 1.2260 1.6089  -0.6690
N -0.7679 2.4191 1.3528  0.6950
C -1.2626 3.4332 2.1030  -0.3502
C -0.8571 4.7249 1.8914  -0.5686
C 0.0813 5.0185 0.8921  -0.2965
C 0.5794 3.9930 0.1370  -0.7988
C 0.1596 2.6629 0.3550  0.9015
S 0.7720 1.3983 -0.5815  -0.1576
H -1.9787 3.1258 2.8494  0.4857
H -1.2787 5.5035 2.5111  0.4396
H 0.4044 6.0352 0.7203  0.4366
H 1.3030 4.1651 -0.6474  0.4622
N 2.6635 -7.5216 -3.6062  -0.3388
C 2.2387 -6.3206 -3.2494  1.2441
C 3.0383 -5.1676 -3.5293  -0.6981
C 2.5854 -3.9346 -3.1691  -0.3704
C 1.3406 -3.8143 -2.5278  -0.4307
C 0.5397 -4.9368 -2.2431  -0.6974
C 0.9752 -6.1782 -2.5897  -0.6812
S 0.7043 -2.1875 -2.1518  1.6589
O 1.7316 -1.2565 -2.5209  -0.7434
O -0.5804 -2.1277 -2.7879  -0.6974
N 0.4407 -2.1935 -0.5740  -0.1144
C 1.5126 -2.1871 0.2950  0.5937
N 1.3147 -1.3169 1.2987  -0.0145
C 2.2323 -1.2361 2.2609  -0.1637
C 3.3674 -2.0194 2.2095  -0.7014
C 3.4942 -2.8680 1.1168  -0.2042
N 2.5739 -2.9662 0.1593  -0.4687
H 3.5464 -7.6479 -4.0818  0.2480
H 2.1143 -8.3507 -3.4267  0.2487
H 3.9907 -5.2914 -4.0289  0.3566
H 3.1596 -3.0401 -3.3675  0.5598
H -0.4182 -4.7970 -1.7606  0.4905
H 0.3807 -7.0601 -2.3883  0.3475
H 2.0465 -0.5344 3.0639  0.4889
H 4.1241 -1.9679 2.9769  0.4114
H 4.3710 -3.4944 1.0032  0.4353
C -1.8703 0.9977 -2.6567  -0.9734
C -2.8245 -0.0099 -2.0772  -0.3299
O -2.4731 -0.3193 -0.7104  -0.2486
C -3.3801 -1.2817 -0.1454  -0.2490
C -2.9216 -1.6313 1.2503  -1.2677
H -2.1837 1.2450 -3.6709  0.4257
H -0.8615 0.5872 -2.7222  0.0944
H -1.8688 1.9225 -2.0760  0.2478
H -2.8060 -0.9373 -2.6522  0.3576
H -3.8444 0.3819 -2.0605  0.4037
H -3.3995 -2.1626 -0.7927  0.3413
H -4.3794 -0.8413 -0.1273  0.3716
H -1.9261 -2.1053 1.2398  0.2763
H -3.5860 -2.3768 1.6871  0.4576
H -2.9256 -0.7594 1.9040  0.3038

Cartesian forces (eV/Å) of the 2 atoms listed first:
Pd 0.1 0.0 -0.1
O 0.0 0.0 0.0

Summary:
- 2S+1: 5
- Total charge: +2
- Largest force on an atom: 0.18 eV/Å
- Energy: -60848.7503 eV
- Energy above the lowest of the compared OMol25 structures with the same formula, charge and spin: 0.000 eV
- ⟨S²⟩: 6.09
- Orbital gap (alpha / beta): 8.8 / 5.9 eV

---

Entry 4:
ORCA calculation (the ωB97M-V functional and the def2-TZVPD basis) on the molecule C19H23N5O5S.

Last column: Mulliken charge in e.
Positions of all 53 atoms, in Å:
C -2.3110 -2.0254 -4.9534  -0.7525
O -1.3011 -1.8275 -3.9927  -0.2842
C -0.7160 -0.5486 -4.0003  -0.2222
C -1.5890 0.5057 -3.3059  -0.8276
N -1.8493 0.0988 -1.9467  -0.0758
C -1.5462 0.8594 -0.8898  0.4085
O -1.1105 2.0007 -0.9739  -0.8815
C -1.8182 0.2025 0.4101  -0.4049
O -2.6714 -0.8388 0.4089  -0.2581
N -2.7603 -1.3542 1.6458  -0.7813
C -1.9626 -0.6754 2.4257  0.0572
C -1.7297 -1.0581 3.8328  -0.7481
S -0.7521 -2.6399 3.9022  -0.2344
C 0.0898 -2.4779 2.3773  0.0210
N -0.0599 -3.2703 1.3601  -0.6911
C 0.6745 -2.7041 0.3504  0.7496
C 0.8398 -3.1040 -0.9710  -0.7991
C 1.5952 -2.2938 -1.7914  -0.4890
C 2.1679 -1.1063 -1.3268  -0.5931
C 2.0217 -0.6896 -0.0184  -0.6811
C 1.2798 -1.5096 0.8166  0.6419
N 0.9138 -1.4132 2.1346  0.0734
C -1.3289 0.3810 1.6875  1.4163
C -0.3775 1.3681 2.2602  0.7478
O 0.2118 1.1344 3.3110  -0.7913
N -0.2705 2.5188 1.5875  -0.0198
C 0.6644 3.5393 1.9907  -1.0276
C 1.9765 3.4642 1.1885  -0.4596
O 2.6746 2.2557 1.3285  -0.2818
C 3.2320 2.0285 2.6059  -0.7089
H -3.1977 -1.4130 -4.7566  0.2834
H -1.9441 -1.8034 -5.9624  0.3273
H -2.5851 -3.0764 -4.8920  0.2529
H -0.4974 -0.2236 -5.0269  0.4181
H 0.2202 -0.6574 -3.4465  0.0290
H -1.0735 1.4672 -3.2768  0.4219
H -2.5391 0.6265 -3.8371  0.2712
H -2.1275 -0.8643 -1.8147  0.3562
H -1.1743 -0.2854 4.3613  0.2839
H -2.6624 -1.2940 4.3405  0.5543
H 0.3825 -4.0111 -1.3297  0.4551
H 1.7459 -2.5816 -2.8216  0.4154
H 2.7426 -0.4970 -2.0094  0.4291
H 2.4507 0.2347 0.3344  0.4648
H 1.1004 -0.6515 2.7739  0.2041
H -0.6353 2.5686 0.6346  0.3876
H 0.2112 4.5194 1.8252  0.4099
H 0.8636 3.4075 3.0567  0.4024
H 2.6132 4.3122 1.4842  0.3458
H 1.7501 3.5376 0.1213  0.3599
H 3.7943 2.9036 2.9499  0.3531
H 3.9108 1.1843 2.4950  0.2359
H 2.4629 1.7771 3.3428  0.2361

Cartesian forces (eV/Å) of the 2 atoms listed first:
C -0.1 0.0 -0.1
O 0.0 -0.1 0.2

Summary:
- Total charge: 0
- Largest force on an atom: 1.30 eV/Å
- Energy: -48599.1739 eV
- Energy above the lowest of the compared OMol25 structures with the same formula, charge and spin: 0.000 eV
- Orbital gap: 8.2 eV
- Structure (SMILES): COCCNC(=O)c1onc(CSc2nc3ccccc3[nH]2)c1C(=O)NCCOC

---

> energy above the lowest of the compared OMol25 structures with the same formula, charge and spin of number 2 (C19H23N3OS)?

10.116 eV

---

> What is the formula in the first record?

C19H23N3OS

---

> What is the formula in the first record?

C19H23N3OS